# C3H11N3O2

A cluster of 2 separate species, C3H11N3O2 in total at a distorted geometry (wB97M-V/def2-TZVPD, the Open Molecules 2025 dataset).

Each atom is followed by the atoms it is bonded to, with distances in Å.
Geometry (Å):
1 O -1.376 0.126 2.206  C2 1.227
2 C -1.573 -0.137 1.023  O1 1.227, N3 1.361, C4 1.499
3 N -2.411 -1.173 0.747  C2 1.361, H8 1.008, H9 1.008
4 C -0.969 0.503 -0.190  C2 1.499, N5 1.510, H10 1.074, H11 1.130
5 N 0.318 -0.282 -0.288  C4 1.510, C6 1.473, H12 1.016
6 C 0.911 -0.168 -1.631  N5 1.473, N7 1.467, H13 1.087, H14 1.107
7 N 2.123 -0.984 -1.763  C6 1.467, H15 1.043, H16 1.012
8 H -2.695 -1.743 1.528  N3 1.008
9 H -2.417 -1.626 -0.154  N3 1.008
10 H -1.522 0.410 -1.107  C4 1.074
11 H -0.673 1.575 0.006  C4 1.130
12 H 1.041 -0.010 0.371  N5 1.016
13 H 0.300 -0.257 -2.526  C6 1.087
14 H 1.362 0.842 -1.659  C6 1.107
15 H 2.044 -2.022 -1.828  N7 1.043
16 H 2.765 -0.874 -0.988  N7 1.012
17 H 0.259 1.527 2.123  O19 0.974
18 H 1.580 2.205 2.425  O19 0.974
19 O 0.935 2.090 1.704  H17 0.974, H18 0.974

Properties
Total energy in eV: -11854.6028
HOMO in eV: -8.98
Energy relative to the best compared isomer or geometry (same formula, charge and spin) in kcal/mol: 26.2

Here are the Löwdin charges for atoms 1 to 2, given in e: number 1, O, carries 0.0292; number 2, C, carries -0.5367